# 1
{
  "formula": "C27H40Cl45N3O2",
  "method": "the ωB97M-V functional and the def2-TZVPD basis",
  "species": ["C", "C", "C", "C", "C", "C", "C", "C", "C", "C", "N", "C", "N", "N", "C", "O", "O", "H", "H", "H", "H", "H", "H", "H", "H", "H", "H", "H", "H", "H", "H", "H", "H", "H", "H", "H", "H", "H", "H", "H", "H", "H", "C", "Cl", "Cl", "Cl", "H", "C", "Cl", "Cl", "Cl", "H", "C", "Cl", "Cl", "Cl", "H", "C", "Cl", "Cl", "Cl", "H", "C", "Cl", "Cl", "Cl", "H", "C", "Cl", "Cl", "Cl", "H", "C", "Cl", "Cl", "Cl", "H", "C", "Cl", "Cl", "Cl", "H", "C", "Cl", "Cl", "Cl", "H", "C", "Cl", "Cl", "Cl", "H", "C", "Cl", "Cl", "Cl", "H", "C", "Cl", "Cl", "Cl", "H", "C", "Cl", "Cl", "Cl", "H", "C", "Cl", "Cl", "Cl", "H", "C", "Cl", "Cl", "Cl", "H"],
  "coordinates": [[0.780072, -5.759364, 2.823608], [1.500114, -4.318459, 2.465339], [1.663103, -4.039243, 0.843694], [0.626057, -2.897954, 0.280250], [0.171143, -3.087668, -1.283648], [-0.652721, -4.468443, -1.604763], [-1.439916, -5.119358, -0.318548], [-2.481201, -6.338529, -0.706388], [-3.086921, -6.917508, 0.721949], [-4.518905, -6.214393, 1.162423], [-4.332201, -5.089500, 2.139511], [-4.621305, -3.719900, 1.585489], [-5.616691, -3.415631, 0.445050], [-4.034266, -2.565366, 2.121854], [-3.058849, -2.557378, 3.284090], [-3.611661, -2.667913, 4.521205], [-1.596196, -2.415684, 3.189461], [0.995839, -6.571615, 1.991300], [-0.383974, -5.520537, 2.931127], [1.133084, -6.185561, 3.861625], [0.937072, -3.460340, 3.034585], [2.604934, -4.388262, 2.904220], [1.514799, -5.028010, 0.232300], [2.758733, -3.612181, 0.691298], [1.133359, -1.827685, 0.429952], [-0.353710, -2.867744, 0.938988], [1.118732, -2.954163, -1.997057], [-0.569473, -2.191151, -1.543328], [0.044004, -5.239860, -2.170387], [-1.497030, -4.178650, -2.396804], [-2.076773, -4.272482, 0.200983], [-0.673798, -5.563827, 0.446971], [-3.339914, -5.963252, -1.432040], [-1.853209, -7.227711, -1.190015], [-2.262982, -6.835371, 1.561699], [-3.297901, -8.069173, 0.577130], [-5.138358, -7.066965, 1.723227], [-5.110386, -5.973980, 0.188652], [-3.362633, -5.200730, 2.508217], [-5.678499, -2.391154, 0.264892], [-5.321712, -3.891796, -0.436548], [-4.263789, -1.606579, 1.719308], [-5.332744, -1.908746, -2.904967], [-6.545119, -1.484128, -1.684479], [-4.153574, -0.599549, -3.092175], [-4.518702, -3.422154, -2.472979], [-5.842357, -2.052578, -3.861134], [3.154192, -0.671925, -1.952263], [3.808686, -1.379654, -0.465487], [1.489176, -0.121574, -1.698648], [4.174516, 0.666930, -2.505512], [3.147833, -1.442968, -2.726925], [1.358519, 4.171026, -2.340782], [2.439602, 4.181090, -0.936893], [1.893473, 2.970631, -3.529210], [-0.309975, 3.848800, -1.838809], [1.392784, 5.158108, -2.808910], [-0.445808, 6.531212, 1.052899], [0.208686, 5.823483, 2.539675], [-2.110824, 7.081564, 1.306514], [0.574516, 7.870068, 0.499650], [-0.452167, 5.760170, 0.278237], [7.058519, 1.444201, 0.509728], [8.139602, 1.454265, 1.913616], [7.593473, 0.243806, -0.678701], [5.390025, 1.121975, 1.011701], [7.092784, 2.431283, 0.041600], [-4.318974, 1.347776, -6.518188], [-2.983029, 0.302487, -7.030402], [-4.533267, 2.687022, -7.658356], [-5.817047, 0.413637, -6.367058], [-4.073280, 1.765502, -5.538500], [-1.659089, 4.769666, 6.179705], [0.070941, 5.013771, 5.884489], [-2.550564, 6.281950, 5.939375], [-2.296779, 3.497131, 5.124392], [-1.790105, 4.453907, 7.217867], [2.566681, -9.203538, 0.768875], [0.854019, -8.750315, 0.802336], [3.543524, -7.893490, 0.084011], [3.132861, -9.616338, 2.396363], [2.677319, -10.084831, 0.131906], [-5.552623, -3.390095, -7.492650], [-4.159496, -4.331284, -8.052205], [-7.050054, -4.315550, -7.694437], [-5.340496, -2.911298, -5.799891], [-5.622928, -2.484430, -8.100497], [8.953584, 5.003283, -0.637905], [10.034667, 5.013348, 0.765984], [9.488538, 3.802888, -1.826333], [7.285090, 4.681057, -0.135931], [8.987849, 5.990366, -1.106032], [3.143048, 7.393011, 7.276101], [3.631470, 6.972332, 5.625581], [4.243421, 6.660757, 8.456131], [3.092702, 9.152360, 7.480641], [2.139088, 6.997266, 7.449590], [0.842442, 7.209932, -5.206075], [2.235569, 6.268743, -5.765629], [-0.654990, 6.284477, -5.407861], [1.054569, 7.688729, -3.513315], [0.772137, 8.115597, -5.813921], [7.643048, 6.824303, 6.568308], [8.131470, 6.403624, 4.917788], [8.743421, 6.092048, 7.748338], [7.592702, 8.583652, 6.772848], [6.639088, 6.428558, 6.741798], [-9.127896, 1.150764, 0.107241], [-9.959488, 1.625880, 1.598034], [-7.864487, 2.323981, -0.301230], [-8.439310, -0.473780, 0.269678], [-9.859092, 1.135246, -0.705016], [4.762671, 7.423474, -3.287014], [3.931078, 7.898589, -1.796221], [6.026079, 8.596690, -3.695485], [5.451257, 5.798929, -3.124577], [4.031475, 7.407955, -4.099271]],
  "forces_ev_per_angstrom": [[-0.5, 0.6, 0.0], [1.0, -0.8, 0.3], [-0.1, 0.8, 0.3], [-0.3, 0.3, 0.3], [-0.1, 0.7, 0.2], [-0.6, 0.1, -0.7], [-0.2, -0.1, -0.5], [1.0, 0.0, 1.0], [-0.4, -0.4, -0.8], [-0.1, -2.7, -0.2], [-0.4, 3.5, -3.4], [0.7, 1.7, 0.0], [2.8, -1.4, 2.8], [-0.7, -2.3, -1.1], [4.9, 0.0, 7.7], [1.8, 0.4, -7.2], [-8.3, -0.8, -1.4], [-0.5, 1.9, 1.8], [2.4, -0.8, -0.4], [-0.6, 0.9, -2.1], [1.0, -1.6, -1.3], [-2.3, 0.3, -0.9], [0.5, 1.8, 1.2], [-2.3, -1.2, 0.1], [-1.2, -2.4, -0.4], [2.0, -0.2, -1.2], [-2.1, -0.5, 1.4], [1.7, -1.8, 0.6], [-1.4, 1.3, 1.5], [1.8, -0.7, 1.6], [1.4, -1.5, -0.9], [-1.5, 1.0, -1.4], [1.8, -0.9, 1.4], [-1.5, 2.0, 0.8], [-1.7, 0.0, -1.6], [0.3, 2.3, 0.4], [1.2, 2.0, -1.2], [1.0, -0.1, 2.0], [-1.0, 1.0, 0.1], [0.4, -1.3, 0.5], [-0.4, 0.4, 1.2], [0.4, -2.0, 0.6], [0.0, 0.2, 0.0], [0.2, 0.2, -0.8], [-0.1, -0.3, 0.0], [0.2, 0.0, -0.5], [0.1, 0.2, 0.6], [0.0, 0.0, 0.1], [-0.1, 0.0, -0.4], [0.3, 0.2, -0.1], [0.0, -0.3, 0.0], [0.0, 0.3, 0.3], [0.3, 0.0, -0.1], [-0.2, 0.0, -0.2], [-0.2, 0.4, 0.1], [0.1, 0.1, 0.0], [0.0, -0.3, 0.2], [0.0, -0.2, 0.0], [-0.1, 0.1, -0.3], [0.2, -0.1, -0.1], [-0.1, -0.1, 0.0], [0.0, 0.3, 0.2], [-0.1, -0.1, 0.0], [-0.1, 0.1, -0.2], [0.0, 0.1, 0.1], [0.3, 0.3, 0.0], [0.0, -0.6, 0.2], [0.1, 0.1, 0.0], [-0.2, 0.1, 0.1], [0.0, -0.2, 0.2], [0.1, 0.2, 0.0], [-0.1, -0.2, -0.3], [-0.2, -0.1, 0.0], [-0.1, 0.0, 0.1], [0.1, -0.1, 0.1], [0.1, 0.2, 0.2], [0.1, 0.1, -0.4], [0.1, -0.1, 0.0], [0.1, -0.3, -0.2], [-0.1, -0.2, 0.1], [-0.1, 0.0, -0.2], [-0.1, 0.3, 0.2], [0.0, -0.1, -0.3], [-0.2, 0.2, 0.1], [0.2, 0.2, 0.0], [0.1, -0.4, -0.6], [0.0, -0.3, 0.3], [0.2, 0.1, 0.0], [-0.2, 0.0, -0.2], [-0.1, 0.1, 0.1], [0.1, 0.5, -0.1], [-0.1, -0.3, 0.2], [-0.1, 0.1, 0.0], [-0.1, 0.0, 0.2], [-0.1, 0.0, -0.1], [0.0, -0.3, 0.0], [0.3, 0.1, -0.1], [-0.2, 0.1, -0.1], [-0.1, 0.1, 0.0], [0.2, 0.1, 0.0], [-0.1, 0.0, -0.3], [0.0, -0.3, 0.2], [-0.1, 0.0, 0.0], [-0.1, 0.0, 0.2], [-0.2, 0.1, -0.1], [-0.1, -0.2, 0.0], [0.3, 0.2, -0.1], [-0.1, 0.2, 0.0], [0.1, -0.1, -0.3], [-0.2, -0.2, 0.0], [-0.5, 0.2, 0.4], [0.3, 0.0, 0.3], [-0.1, 0.0, 0.0], [0.2, -0.1, -0.1], [-0.2, -0.1, 0.0], [-0.2, 0.2, -0.1], [0.2, 0.0, 0.3]],
  "e_tot_ha": -22075.806645,
  "orbital_gap_ev": 7.926,
  "total_charge": 0
}

# 2
{
  "formula": "C27H40ClF7N4O3P2S2",
  "method": "the ωB97M-V functional and the def2-TZVPD basis",
  "species": ["C", "C", "P", "C", "N", "C", "O", "C", "C", "N", "C", "S", "C", "P", "O", "Cl", "C", "S", "C", "C", "F", "F", "C", "F", "F", "C", "F", "F", "F", "C", "C", "O", "H", "H", "H", "H", "H", "H", "H", "H", "H", "H", "C", "C", "N", "C", "C", "C", "C", "H", "H", "H", "H", "H", "H", "H", "H", "H", "H", "H", "H", "H", "H", "H", "C", "C", "N", "C", "C", "C", "C", "H", "H", "H", "H", "H", "H", "H", "H", "H", "H", "H", "H", "H", "H", "H"],
  "coordinates": [[-1.117068, 1.697663, 2.011580], [-1.500587, 0.841238, 0.804414], [-2.594192, 1.645525, -0.453663], [-2.730557, 3.356672, 0.160074], [-1.486280, 1.899942, -1.831008], [-0.300219, 1.178798, -2.054747], [-0.185112, -0.013763, -1.980539], [0.721417, 2.164703, -2.489498], [2.088028, 1.971728, -2.622390], [2.589426, 0.677797, -2.359953], [3.023439, 0.350539, -1.280325], [3.590920, -0.177105, 0.064013], [2.877730, 3.051431, -3.026234], [4.710678, 2.953119, -3.359232], [4.890570, 1.342914, -3.568195], [5.326803, 3.065721, -1.419273], [2.267392, 4.312929, -3.223086], [3.378650, 5.615063, -3.728472], [0.883630, 4.507964, -3.047625], [0.226261, 5.866798, -3.214793], [-0.958420, 5.916351, -2.594663], [0.989469, 6.826839, -2.603093], [0.004977, 6.299986, -4.708596], [0.763520, 5.560997, -5.537470], [-1.283200, 6.070173, -5.017321], [0.267630, 7.796732, -5.011150], [1.556359, 8.107348, -4.934294], [-0.428034, 8.560359, -4.172911], [-0.147015, 8.044220, -6.252572], [0.121840, 3.389854, -2.700312], [-1.370944, 3.153201, -2.484172], [-2.308845, 3.781523, -2.860643], [-0.418998, 1.147860, 2.635769], [-0.627541, 2.621925, 1.715045], [-1.979711, 1.918487, 2.636610], [-2.098374, -0.007683, 1.133107], [-0.610372, 0.416591, 0.348749], [-3.367456, 3.906331, -0.526185], [-3.269326, 3.250726, 1.100766], [-1.789956, 3.875907, 0.329299], [4.873496, 1.161405, -4.516675], [3.081820, 6.481752, -2.762744], [-2.660056, -1.977967, -2.079997], [-1.760046, -3.065510, -1.513277], [-2.267493, -3.666369, -0.291424], [-1.292284, -4.507963, 0.379036], [-0.841258, -5.792672, -0.326880], [-3.618494, -4.191039, -0.349727], [-3.925326, -5.267908, -1.399678], [-2.875720, -1.214114, -1.330348], [-2.152727, -1.498079, -2.915762], [-3.604521, -2.375644, -2.455537], [-0.792976, -2.618734, -1.268555], [-1.566406, -3.805230, -2.307482], [-1.684232, -4.769790, 1.366945], [-0.407861, -3.891148, 0.570929], [-1.606097, -6.568146, -0.294457], [0.044085, -6.191374, 0.172691], [-0.576077, -5.612722, -1.369211], [-4.298547, -3.351776, -0.514019], [-3.872205, -4.570064, 0.643844], [-3.503516, -5.015603, -2.373416], [-5.005823, -5.361193, -1.524865], [-3.548300, -6.247886, -1.109360], [2.972704, -3.669645, 6.309631], [1.693649, -3.524086, 5.499343], [1.234693, -2.150750, 5.403322], [-0.118853, -2.026142, 4.889372], [-0.387299, -2.457451, 3.443869], [2.208927, -1.206491, 4.885211], [2.811048, -1.478683, 3.497060], [2.857137, -3.221501, 7.297122], [3.207390, -4.726734, 6.438497], [3.827677, -3.205198, 5.817318], [0.902668, -4.095209, 5.992410], [1.844786, -3.994822, 4.514072], [-0.435306, -0.986106, 5.013855], [-0.767842, -2.608611, 5.550607], [0.004113, -1.738253, 2.727055], [-1.463746, -2.525450, 3.270759], [0.040955, -3.433868, 3.216120], [3.031775, -1.144253, 5.601002], [1.749723, -0.214215, 4.898315], [3.100004, -2.523824, 3.377821], [3.710104, -0.873109, 3.363247], [2.129725, -1.225227, 2.686948]],
  "forces_ev_per_angstrom": [[0.1, -0.3, -0.1], [0.1, 0.2, 0.2], [-0.9, -0.6, -0.4], [0.0, -0.2, -0.1], [1.0, 0.4, 0.0], [-0.5, -0.1, -0.1], [0.2, 0.0, 0.4], [0.3, 0.2, -0.1], [-0.3, -0.3, -0.4], [0.1, 0.8, 0.5], [0.0, -0.5, -0.3], [0.0, -0.1, 0.2], [-0.1, 0.4, 0.0], [-0.2, 0.0, -0.3], [0.0, 0.0, -0.1], [0.1, 0.0, 0.3], [0.0, -0.3, 0.3], [0.2, 0.0, -0.2], [-0.2, -0.3, -0.1], [0.3, 0.2, 0.1], [0.1, 0.1, 0.1], [-0.1, 0.0, 0.0], [-0.3, -0.1, 0.1], [0.1, 0.0, 0.0], [0.0, -0.1, 0.0], [-0.1, -0.1, -0.1], [0.0, 0.0, 0.1], [0.0, 0.1, 0.1], [0.0, 0.1, -0.1], [0.1, 0.2, -0.1], [0.1, -0.5, 0.2], [-0.3, 0.4, 0.0], [0.1, -0.1, 0.1], [0.0, 0.1, 0.1], [0.0, 0.2, 0.0], [0.1, -0.2, 0.1], [0.0, 0.0, -0.2], [0.0, 0.1, 0.0], [0.0, 0.1, 0.1], [0.0, 0.1, 0.0], [0.2, -0.2, 0.0], [0.0, 0.0, 0.1], [0.0, -0.1, 0.0], [0.0, 0.1, -0.1], [0.1, 0.0, 0.1], [0.1, 0.0, 0.1], [0.0, 0.0, 0.1], [-0.2, 0.0, -0.1], [-0.1, 0.0, 0.1], [0.0, 0.0, 0.0], [0.0, 0.0, 0.0], [0.0, 0.0, 0.0], [0.0, 0.0, 0.0], [0.0, 0.0, 0.0], [-0.1, 0.0, 0.0], [0.0, 0.0, -0.1], [0.0, 0.0, 0.0], [0.0, 0.0, 0.0], [0.0, 0.0, 0.0], [0.0, 0.0, -0.1], [0.1, 0.0, 0.0], [0.0, 0.0, 0.0], [0.0, 0.0, 0.0], [0.0, 0.0, -0.1], [0.0, 0.0, 0.0], [0.1, -0.1, 0.0], [0.0, 0.0, 0.0], [-0.1, 0.0, 0.0], [-0.1, 0.1, 0.0], [0.2, 0.1, 0.0], [0.0, 0.1, 0.0], [0.0, 0.0, 0.0], [0.0, 0.0, 0.0], [0.0, 0.0, 0.0], [0.0, 0.0, 0.0], [0.0, 0.0, 0.0], [0.1, 0.0, 0.0], [0.1, -0.1, 0.0], [0.1, 0.0, -0.1], [0.0, 0.0, 0.0], [0.0, 0.0, 0.0], [0.0, -0.1, 0.0], [-0.1, 0.0, 0.0], [0.0, 0.0, 0.0], [0.0, 0.0, 0.0], [-0.1, -0.1, 0.0]],
  "e_tot_ha": -4135.937297,
  "orbital_gap_ev": 6.890,
  "total_charge": 0
}